Record 1
The following is a quantum chemistry calculation of C24H64O26S8V as an isolated structure, from the Open Molecules 2025 dataset.

Geometry (Å):
C: 0.384 -1.602 4.741
H: 2.474 1.673 1.748
C: 2.622 -5.089 -2.142
H: 4.749 -3.658 2.008
H: -6.152 2.425 -0.909
V: -0.287 -0.767 0.174
H: 0.567 0.814 3.063
C: -3.333 2.731 2.571
C: 3.435 -0.938 -2.063
O: -1.997 -3.116 3.103
O: -1.908 -1.888 0.956
H: -1.413 3.403 5.728
O: 1.960 -0.495 0.050
O: 2.379 -2.724 3.499
S: -2.397 1.779 3.724
H: 3.367 2.113 3.191
H: 1.975 6.767 -0.495
H: -7.401 0.255 -0.700
C: 1.549 0.913 3.517
H: 4.409 -3.985 -2.325
H: -0.097 3.860 -1.579
C: 3.763 -4.578 -2.984
S: 1.004 -4.266 -0.291
H: 1.039 -4.865 1.968
C: -1.080 3.749 4.751
H: 1.782 -5.421 -2.749
O: 0.661 -1.550 2.197
H: 2.098 0.277 -8.185
O: 0.417 -2.987 -0.074
H: 0.596 4.447 3.671
H: -7.332 0.391 1.057
H: 2.693 -1.691 -2.313
S: -2.634 -2.664 1.922
C: 1.791 -4.797 1.186
H: 0.679 0.885 -9.109
C: -6.123 1.863 0.025
C: 0.300 4.350 4.718
H: -3.723 -7.157 1.275
H: -3.147 -5.177 2.729
O: 0.179 -5.295 -0.819
H: 0.474 -0.415 -7.937
H: -8.230 1.578 0.166
H: -5.064 1.211 -3.034
O: -2.023 0.550 3.125
H: -0.274 0.656 -3.417
O: -4.895 1.110 0.143
H: 1.491 6.667 -2.217
O: -3.053 1.749 4.978
S: 1.469 -1.649 3.375
C: 5.240 -2.041 0.666
H: -0.148 3.229 0.019
H: 5.895 -1.839 -0.182
C: 0.468 3.229 -0.880
O: 0.963 3.437 -5.123
O: 3.837 -1.964 0.307
H: 1.230 2.507 -7.424
C: -4.122 -1.819 2.312
O: -0.313 0.649 0.865
H: -0.808 2.323 -3.288
H: -0.384 -0.868 4.510
C: 1.825 3.835 -0.610
C: 2.367 1.945 2.801
H: 1.803 2.880 2.742
H: 1.024 3.667 5.162
H: -5.565 -0.157 -1.987
C: 0.755 1.575 -7.132
O: 2.146 1.737 -3.715
C: 1.033 0.494 -8.154
H: 0.955 -1.285 5.611
C: -3.314 -6.240 0.855
C: -0.423 1.573 -3.977
H: 2.937 -5.966 -1.570
H: 6.452 -3.455 1.709
H: 2.477 3.113 -0.117
H: 3.241 0.003 -2.579
S: -3.852 1.163 -1.042
H: -4.358 2.384 2.620
O: 2.301 -0.348 3.503
H: 5.448 -1.311 1.445
H: -4.071 -0.267 -2.940
C: 2.313 6.831 -1.524
S: 3.332 -0.608 -0.336
O: -2.782 0.343 -0.625
H: -4.684 -4.961 1.897
H: 0.460 2.247 -1.351
O: -3.623 2.522 -1.386
H: 3.447 -3.879 -3.757
O: 4.214 0.446 0.024
H: 2.082 -5.821 0.939
H: -1.144 1.464 -4.785
H: 5.402 -4.195 0.462
O: 1.299 1.142 -5.859
H: 2.631 -4.150 1.410
O: -1.075 2.616 3.829
O: 2.247 -4.028 -1.229
S: 3.421 5.467 -1.813
H: -3.798 -6.073 -0.111
O: -3.144 -3.869 1.067
O: 2.425 4.239 -1.848
H: -3.911 -0.802 2.626
H: 4.372 -5.381 -3.390
O: 3.930 5.591 -3.130
H: 2.849 7.751 -1.727
C: -7.332 0.962 0.126
H: 0.326 5.321 5.204
H: -4.633 -2.422 3.059
H: -3.187 3.793 2.748
C: -3.609 -5.070 1.750
H: 4.449 -1.301 -2.218
H: -2.258 -6.372 0.621
C: -4.726 0.403 -2.391
H: 1.687 4.669 0.082
H: -2.853 2.537 1.609
S: 1.119 2.115 -4.626
H: -1.844 4.461 4.420
O: -0.233 -0.534 -1.405
C: 5.475 -3.421 1.228
H: -4.718 -1.809 1.400
H: 0.029 -2.619 4.878
O: 4.290 5.301 -0.688
H: 1.429 1.154 4.576
H: -6.132 2.595 0.832
H: -0.321 1.720 -7.013

Output
- Relative energy (zero: lowest compared OMol25 entry of this formula, charge and spin): 24.34 kJ/mol
- Net charge: +1
- LUMO energy: -2.41 eV
- Total energy: -7038.36499 hartree


Record 2
The following is a quantum chemistry calculation of a 8-piece molecular cluster, C24H64O8 overall, from the Open Molecules 2025 dataset.

Geometry (Å):
H: 1.915 -4.549 -1.864
H: -5.259 2.097 -2.680
C: -0.043 -0.257 -2.895
O: 1.103 0.305 5.184
H: -4.822 2.821 -4.962
H: -3.447 0.888 3.817
O: 0.373 -1.740 1.717
H: -0.453 -5.662 -3.617
H: -1.307 2.365 5.063
C: -4.223 1.989 -3.061
H: 1.102 -1.323 -0.124
H: 1.893 -2.809 -3.835
H: -1.370 -2.963 0.146
H: 3.375 -0.186 4.181
H: 4.364 1.174 4.741
O: -3.343 2.203 -1.961
C: 3.365 0.848 4.439
C: 4.714 -2.136 -2.257
H: -0.988 0.275 -3.127
H: -0.851 -0.507 -0.958
C: 0.483 1.207 -0.840
H: 1.069 -3.964 -4.877
H: 1.129 -6.432 -3.408
H: -3.990 -0.268 -2.842
H: 0.737 -4.933 2.001
C: 0.982 -3.996 1.485
H: 1.412 2.357 6.903
H: 6.698 -1.736 -1.988
H: 1.522 2.687 5.086
C: -1.598 2.773 4.086
H: 2.809 0.393 6.390
O: 1.082 -1.207 -1.073
H: 5.794 -2.092 -0.393
H: -1.022 4.862 0.888
H: -1.656 3.421 0.227
O: -0.256 1.214 2.850
C: 2.377 0.950 5.533
C: 0.449 -5.761 -2.939
C: -3.971 0.592 -3.553
O: -3.731 4.690 -1.085
H: -4.668 5.739 1.309
H: -2.855 -0.142 2.511
H: 0.837 -4.232 0.432
H: -4.672 0.298 -4.307
H: 5.531 -0.521 -1.157
H: -0.381 -3.120 3.004
H: 0.515 -2.710 -1.794
C: 2.013 2.315 5.988
H: -3.035 0.564 -4.066
H: -0.357 -1.294 -3.227
H: -4.122 4.010 -3.791
H: -0.162 2.047 -1.239
C: 1.692 -3.861 -3.917
H: -0.001 -1.059 2.310
O: 5.088 -3.421 -2.553
H: -2.621 3.185 4.082
H: 1.280 -0.614 5.089
C: -3.002 5.174 -0.027
H: 0.848 0.068 -3.429
C: 4.685 -1.267 -3.571
H: 0.028 -6.187 -1.983
H: -1.756 1.985 2.016
C: 1.111 -4.462 -2.651
H: 4.587 -3.832 -3.260
H: 2.839 2.966 6.041
H: -4.220 4.054 1.589
O: 0.125 -3.538 -2.142
H: 0.184 0.998 3.706
H: -3.790 3.732 -0.947
H: -1.029 4.701 -0.838
H: 3.736 -2.100 -1.770
H: -2.448 2.365 -2.392
H: 1.874 -3.605 1.762
C: -2.513 0.453 3.351
C: -4.079 3.028 -4.173
C: -1.461 -3.267 1.258
H: -1.853 -4.325 1.236
H: -2.911 6.245 -0.275
H: 5.609 -1.232 -4.142
H: -2.071 -0.229 4.064
H: -3.140 2.864 -4.657
H: -2.254 -2.709 1.798
C: -1.607 4.567 0.077
C: -3.788 5.026 1.315
H: 0.453 1.350 0.250
C: -1.541 1.650 3.019
H: 2.909 1.357 3.551
C: -0.117 -2.982 1.976
H: -3.218 5.356 2.138
H: -0.837 3.501 3.845
C: 0.049 -0.188 -1.413
C: 5.794 -1.537 -1.336
H: 4.246 -0.308 -3.406
H: 1.492 1.449 -1.169
H: 3.911 -1.651 -4.258
H: 2.656 -4.242 -4.227

Output
- SMILES: CC(C)O.CC(C)O.CC(C)O.CC(C)O.CC(C)O.CC(C)O.CC(C)O.CC(C)O
- Relative energy (zero: lowest compared OMol25 entry of this formula, charge and spin): 260.76 kJ/mol
- LUMO energy: 0.43 eV
- Total energy: -1554.63804 hartree


Record 3
The following is a quantum chemistry calculation of a 5-piece molecular cluster, C24H65B2BrN4O8P overall, from the Open Molecules 2025 dataset.

Geometry (Å):
N: -6.837 -0.434 -1.513
H: 5.951 -2.419 -2.489
H: 6.045 -1.056 -1.618
H: 4.072 -2.899 -0.507
H: -4.697 1.850 0.192
C: 2.886 -1.465 5.452
H: 1.658 -0.487 3.209
H: -4.291 6.251 2.526
H: 2.567 1.928 -0.387
H: 0.937 -1.682 -5.175
H: -3.413 -1.752 0.421
H: 0.608 -2.646 6.816
H: -4.551 4.663 3.233
C: 0.450 -0.989 -1.704
C: 2.358 -2.144 4.184
C: 1.422 -2.059 7.249
H: -7.105 0.544 1.774
O: 2.947 -0.517 -1.900
B: -1.731 -2.515 -0.781
H: 7.335 -1.927 -6.257
B: 1.965 -1.060 -1.141
C: 2.373 -1.736 0.247
C: 3.089 -3.066 -0.064
O: -5.304 -0.006 0.923
C: 4.588 -1.346 -4.597
H: 2.566 -4.145 5.022
H: 1.209 1.412 -2.216
C: 0.620 1.522 -1.304
C: 5.580 -0.742 -3.607
H: -1.967 -0.797 0.735
H: 6.994 -0.093 -5.111
H: -0.038 2.378 -1.455
H: 7.577 0.032 -3.442
C: -3.297 4.628 1.482
C: -0.228 0.258 -1.138
H: 3.216 -3.713 0.811
P: 0.461 -2.375 -4.000
H: 1.779 -4.075 3.435
H: 0.434 -3.650 -4.673
H: 3.207 -2.181 3.492
N: 5.518 -1.511 -2.358
H: -4.499 5.521 0.110
H: -0.914 -2.104 -4.353
H: 8.394 -3.176 -5.563
C: -4.750 1.278 1.119
C: 7.008 -0.594 -4.134
H: -7.690 2.353 0.216
H: -1.829 8.465 0.554
H: -4.077 4.019 -0.293
H: -3.150 7.831 1.552
H: 1.207 2.649 0.481
H: -5.835 -0.262 -1.549
H: -2.222 -4.438 -1.099
H: -5.330 1.851 1.852
O: 7.739 -1.805 -4.224
H: -2.998 5.483 3.461
H: 4.702 -0.904 -5.589
H: -0.479 0.119 -0.089
H: 1.537 0.920 0.599
H: 1.852 -2.604 -3.569
H: -8.147 1.973 -1.455
C: -2.002 5.232 0.929
H: -8.438 -0.065 -0.256
C: -3.808 5.299 2.752
O: -2.162 6.488 0.292
O: 1.891 -1.057 6.374
H: -6.938 -1.125 1.196
C: -0.266 -2.372 -1.395
H: 0.317 -2.879 -0.591
H: 5.237 0.271 -3.371
C: 1.874 -3.575 4.398
H: 3.565 -1.183 -4.254
C: -7.424 1.768 -0.667
H: 2.516 -3.638 -0.800
C: -2.325 -1.795 0.499
N: 1.306 -1.389 3.512
O: 0.493 -0.860 -3.090
H: 0.557 -1.188 4.169
H: -1.466 7.470 1.981
H: -3.736 1.134 1.491
N: -4.376 4.588 0.494
C: -2.159 7.610 1.144
C: 7.503 -2.572 -5.388
H: 0.891 -3.589 4.870
H: -6.926 -1.437 -1.388
H: 3.402 -0.547 5.162
C: 1.529 1.772 -0.087
H: 1.052 -1.560 8.145
H: -2.103 -2.435 1.366
H: 4.723 -2.426 -4.682
H: -6.451 2.112 -1.018
H: -1.247 5.312 1.723
H: -1.611 4.562 0.160
C: -7.400 0.272 -0.364
H: 6.643 -3.236 -5.283
H: 2.229 -2.744 7.533
H: 3.037 -1.071 0.814
Br: -1.968 0.528 -2.037
O: -2.525 -3.548 -1.281
H: 3.613 -2.117 5.957
H: 3.824 -0.947 -1.828
C: -6.710 -0.082 0.960
H: 1.510 -1.951 0.880
O: -0.091 -3.170 -2.535
H: -3.053 3.588 1.727

Output
- Net charge: -1
- LUMO energy: 2.24 eV
- Total energy: -4739.44731 hartree


Record 4
The following is a quantum chemistry calculation of C24H65N3O19Y as an isolated structure, from the Open Molecules 2025 dataset.

Geometry (Å):
C: 15.391 -9.852 1.991
H: 17.808 -3.014 -4.112
H: 13.145 1.001 7.782
H: 6.949 -8.708 3.408
O: 9.449 -2.076 7.262
H: 20.547 -6.426 -3.314
H: 16.057 -2.693 -1.533
H: 16.133 -3.151 -4.128
C: 8.795 -9.300 3.102
H: 5.550 1.103 3.341
H: 10.331 -4.580 -5.775
H: 13.197 0.330 5.691
H: 11.731 2.234 -0.805
H: 12.339 2.477 -2.876
C: 17.600 -3.169 4.592
C: 17.139 -4.292 -2.544
H: 15.026 -10.757 1.505
H: 18.600 -5.161 -1.103
H: 14.541 -9.308 2.403
C: 10.792 -4.805 -4.814
H: 7.860 0.370 1.734
C: 5.630 1.682 2.421
H: 20.321 -6.982 -1.629
C: 12.626 1.778 -0.383
H: 8.419 -10.286 3.379
O: 14.080 -1.605 8.679
H: 7.004 -3.800 5.581
H: 16.392 -5.068 -2.381
O: 16.424 -10.100 2.942
O: 12.359 -4.806 2.190
H: 15.133 2.192 0.555
H: 13.986 2.189 -3.340
H: 8.391 -1.525 5.738
O: 16.386 -3.403 4.869
H: 4.957 0.356 0.750
O: 8.383 -10.151 0.846
C: 9.270 -9.380 1.664
O: 10.094 -4.117 -3.867
O: 18.662 -6.272 -2.766
C: 6.998 -0.078 1.241
H: 17.264 -3.327 -0.593
O: 17.951 -2.533 3.496
H: 11.303 2.558 1.756
H: 15.716 -0.641 7.979
O: 11.525 -2.941 2.219
H: 17.131 -4.491 -4.796
H: 12.450 3.364 2.512
C: 8.173 -2.130 6.618
H: 10.267 -9.821 1.627
H: 7.219 -0.611 0.316
C: 13.080 2.594 0.862
H: 17.169 -9.892 2.374
O: 18.541 -3.596 5.343
N: 6.106 1.928 0.058
H: 19.804 -7.928 -3.042
O: 7.812 -8.300 3.312
H: 6.244 3.861 4.099
O: 8.968 -4.147 5.631
C: 18.567 -4.942 -2.171
C: 14.051 0.535 7.394
H: 14.590 -1.983 9.399
C: 11.797 -3.927 1.508
H: 7.890 3.966 3.669
O: 13.467 -0.294 6.368
H: 7.392 -1.677 7.228
H: 10.731 -6.834 -5.454
H: 7.349 2.511 4.527
C: 10.633 -6.264 -4.530
H: 14.804 2.693 2.222
O: 11.594 -3.989 0.163
H: 8.605 -4.968 5.291
H: 14.931 0.172 9.323
H: 11.829 -4.470 -4.787
C: 14.413 2.134 1.372
H: 4.749 2.324 2.409
H: 18.897 -2.697 3.471
O: 13.620 1.967 -1.332
C: 19.871 -6.925 -2.620
N: 12.264 2.482 2.056
O: 11.492 -6.741 -3.525
H: 15.071 -8.722 0.200
C: 7.799 -3.616 6.305
Y: 12.473 -3.612 5.981
H: 9.445 -8.397 1.227
H: 6.539 2.667 0.592
C: 7.079 3.244 3.767
H: 9.580 -9.168 3.847
H: 10.554 -4.122 -3.024
C: 5.831 0.907 1.096
H: 14.296 1.084 1.638
C: 14.746 -0.376 8.399
C: 13.202 1.846 -2.665
H: 6.659 -0.852 1.930
H: 6.783 1.537 -0.582
H: 17.276 -8.766 -0.364
H: 7.474 -9.932 1.061
O: 17.029 -9.386 0.327
H: 13.056 3.683 0.840
H: 7.685 -4.153 7.246
C: 17.025 -3.762 -3.992
H: 16.024 -7.920 1.380
O: 6.825 2.527 2.560
C: 15.867 -8.897 0.923
H: 13.021 0.787 -2.848
H: 9.613 -6.484 -4.213
H: 14.697 1.319 7.000
N: 16.906 -3.240 -1.534
H: 11.296 -7.680 -3.473
H: 12.089 -4.748 -0.155
H: 12.499 0.704 -0.244
H: 19.380 -4.285 -2.477
H: 9.412 -1.240 7.731

Output
- Net charge: +1
- LUMO energy: -7.21 eV
- Total energy: -2584.79484 hartree